(1)
Molecular formula: C3H6N2O
Method: DFT, the ωB97M-V functional and the def2-TZVPD basis

```
12
Properties=species:S:1:pos:R:3:forces:R:3
C 1.1115 -0.4869 1.1838 0.101 -0.058 0.149
N 0.3200 -0.3036 -0.0060 -0.464 -0.137 -0.022
C -0.9337 -0.4897 0.0034 0.242 0.022 0.080
N -1.6910 -0.2791 -1.1274 -0.011 0.092 -0.011
C 0.7872 1.7474 -1.5528 1.189 0.438 0.490
O 1.7738 2.0242 -1.0596 -1.032 -0.166 -0.608
H 1.8051 0.3595 1.2696 -0.117 -0.154 0.047
H 1.7242 -1.3913 1.0972 -0.067 0.101 0.001
H 0.5318 -0.5494 2.1186 -0.016 -0.017 -0.167
H -1.5049 -0.8582 0.8701 0.153 0.116 -0.055
H -2.6749 -0.1077 -0.9951 0.090 -0.059 0.055
H -1.2491 0.3349 -1.8017 -0.068 -0.178 0.041
```
Forces are in eV/Å.

Computed properties:
* electronic energy: -302.64202 Ha
* multiplicity: 1
* ΔE to the lowest compared entry with this formula, charge and spin: 32.1 kcal/mol
* frontier orbital gap: 10.14 eV
* M: 86.1 g/mol



(2)
Molecular formula: C6H13ClN4O2
Method: DFT, the ωB97M-V functional and the def2-TZVPD basis

```
26
Properties=species:S:1:pos:R:3:forces:R:3
C -1.8914 1.1162 -2.1753 -0.212 0.248 0.331
C -2.3066 -0.3533 -2.0691 0.246 0.067 0.245
C -2.7782 0.7728 -0.1377 0.843 1.339 1.549
C 2.5206 0.2249 1.1438 -0.824 -1.486 -1.738
C 1.5796 -0.9889 1.6630 1.540 1.249 -2.352
C 0.2460 -0.9682 0.9390 -0.127 -5.036 -1.278
N -2.5104 1.8434 -1.0442 -0.494 -1.905 0.375
N -2.8144 -0.4689 -0.6908 -0.029 0.650 -1.983
N -0.5960 0.0579 1.2410 -0.642 2.823 0.068
N -2.9049 -1.6835 -0.0449 -0.111 2.669 -3.600
O -2.8263 -2.6055 -0.8343 0.152 -1.513 0.854
O -3.1932 -1.5568 1.0918 -0.257 -1.706 3.031
Cl -3.5856 1.2261 1.2752 -0.432 0.152 0.179
H -0.8298 1.3055 -2.1840 0.438 -0.328 0.474
H -2.2115 1.4557 -3.1188 -0.667 0.828 -1.048
H -3.0701 -0.5730 -2.8256 0.200 -0.408 0.418
H -1.4243 -0.9651 -2.1444 0.022 -0.591 -0.387
H 3.5369 0.1133 1.5906 -0.828 0.594 -0.402
H 2.5776 0.1429 -0.0278 0.286 -0.175 2.096
H 2.0165 1.2177 1.2357 0.592 -0.834 0.679
H 1.3355 -0.8237 2.6636 0.060 -0.019 1.923
H 2.0030 -2.0240 1.4942 -0.072 1.360 0.301
H 0.4485 -1.0848 -0.1603 -0.050 0.644 0.520
H -0.1762 -2.0377 1.1754 0.213 1.515 -0.231
H -3.4287 2.2611 -1.2285 0.434 0.187 -0.415
H -1.3487 -0.2136 1.8487 -0.279 -0.324 0.391
```
Forces are in eV/Å.

Computed properties:
* electronic energy: -1065.82625 Ha
* multiplicity: 1
* ΔE to the lowest compared entry with this formula, charge and spin: 74.5 kcal/mol
* frontier orbital gap (alpha / beta): 9.33 / 6.41 eV
* M: 208.6 g/mol



> Which formula does entry 1 have?

C3H6N2O



Please write out number 2 again, unchanged.
Molecular formula: C6H13ClN4O2
Method: DFT, the ωB97M-V functional and the def2-TZVPD basis

```
26
Properties=species:S:1:pos:R:3:forces:R:3
C -1.8914 1.1162 -2.1753 -0.212 0.248 0.331
C -2.3066 -0.3533 -2.0691 0.246 0.067 0.245
C -2.7782 0.7728 -0.1377 0.843 1.339 1.549
C 2.5206 0.2249 1.1438 -0.824 -1.486 -1.738
C 1.5796 -0.9889 1.6630 1.540 1.249 -2.352
C 0.2460 -0.9682 0.9390 -0.127 -5.036 -1.278
N -2.5104 1.8434 -1.0442 -0.494 -1.905 0.375
N -2.8144 -0.4689 -0.6908 -0.029 0.650 -1.983
N -0.5960 0.0579 1.2410 -0.642 2.823 0.068
N -2.9049 -1.6835 -0.0449 -0.111 2.669 -3.600
O -2.8263 -2.6055 -0.8343 0.152 -1.513 0.854
O -3.1932 -1.5568 1.0918 -0.257 -1.706 3.031
Cl -3.5856 1.2261 1.2752 -0.432 0.152 0.179
H -0.8298 1.3055 -2.1840 0.438 -0.328 0.474
H -2.2115 1.4557 -3.1188 -0.667 0.828 -1.048
H -3.0701 -0.5730 -2.8256 0.200 -0.408 0.418
H -1.4243 -0.9651 -2.1444 0.022 -0.591 -0.387
H 3.5369 0.1133 1.5906 -0.828 0.594 -0.402
H 2.5776 0.1429 -0.0278 0.286 -0.175 2.096
H 2.0165 1.2177 1.2357 0.592 -0.834 0.679
H 1.3355 -0.8237 2.6636 0.060 -0.019 1.923
H 2.0030 -2.0240 1.4942 -0.072 1.360 0.301
H 0.4485 -1.0848 -0.1603 -0.050 0.644 0.520
H -0.1762 -2.0377 1.1754 0.213 1.515 -0.231
H -3.4287 2.2611 -1.2285 0.434 0.187 -0.415
H -1.3487 -0.2136 1.8487 -0.279 -0.324 0.391
```
Forces are in eV/Å.

Computed properties:
* electronic energy: -1065.82625 Ha
* multiplicity: 1
* ΔE to the lowest compared entry with this formula, charge and spin: 74.5 kcal/mol
* frontier orbital gap (alpha / beta): 9.33 / 6.41 eV
* M: 208.6 g/mol



> What is the electronic energy in the second record?

-1065.82625 Ha



> Number 1 is which compound?

C3H6N2O